Record 1
ORCA calculation (ωB97M-V with the def2-TZVPD basis set) on 9 unconnected molecules or ions with the total composition C36H90O18.

* spin multiplicity: 1
* E_HOMO: -9.231 eV
* calculated total energy: -75634.4367 eV
* structure (SMILES): COCCOC.COCCOC.COCCOC.COCCOC.COCCOC.COCCOC.COCCOC.COCCOC.COCCOC
* net charge: 0
* HOMO-LUMO gap: 9.7 eV
* strongest force on any atom: 2.16 eV/Å

Last column: Löwdin charge in e.
Positions of all 144 atoms, in Å:
C  1.9638  -1.9858  6.8846  -0.110
O  3.1344  -1.2957  6.5129  -0.168
C  2.8935  0.0275  6.0980  -0.214
C  2.2705  0.9750  7.1026  -0.233
O  0.9115  0.7420  7.3406  -0.188
C  0.4359  1.5709  8.3764  -0.115
H  2.2243  -3.0296  7.0528  0.087
H  1.2189  -1.9581  6.0794  0.091
H  1.4757  -1.6063  7.7837  0.082
H  2.3337  0.0248  5.1500  0.108
H  3.8731  0.4327  5.8352  0.128
H  2.5160  2.0000  6.7887  0.126
H  2.8777  0.8539  8.0166  0.135
H  0.6000  2.6171  8.1043  0.090
H  0.8208  1.3471  9.3790  0.094
H  -0.6335  1.3885  8.4957  0.081
C  -7.2410  -5.5400  -1.9764  -0.104
O  -5.8850  -5.6484  -2.3558  -0.204
C  -5.2187  -4.4050  -2.2784  -0.210
C  -3.7520  -4.6106  -2.6638  -0.201
O  -3.5411  -4.7782  -4.0560  -0.208
C  -4.1206  -5.9344  -4.6565  -0.086
H  -7.3469  -5.2899  -0.9212  0.089
H  -7.7120  -6.5031  -2.1737  0.089
H  -7.7771  -4.8355  -2.6212  0.089
H  -5.2500  -3.9158  -1.2988  0.132
H  -5.6764  -3.7422  -3.0252  0.121
H  -3.4296  -5.5177  -2.1350  0.124
H  -3.1652  -3.7550  -2.3414  0.105
H  -5.2038  -5.8529  -4.5917  0.079
H  -3.7885  -6.8351  -4.1404  0.091
H  -3.8842  -5.9131  -5.7170  0.091
C  -2.7746  7.6008  4.4416  -0.110
O  -2.2478  6.5234  5.2017  -0.197
C  -1.4837  5.6287  4.3834  -0.194
C  -1.1572  4.4313  5.2616  -0.215
O  -2.3372  3.6921  5.4560  -0.166
C  -2.1473  2.6400  6.3790  -0.115
H  -1.9657  8.1798  3.9792  0.086
H  -3.2384  8.2436  5.1906  0.086
H  -3.4823  7.2343  3.6950  0.087
H  -0.5601  6.1481  4.1164  0.113
H  -2.0879  5.3352  3.5207  0.126
H  -0.7913  4.8721  6.1982  0.126
H  -0.3419  3.8415  4.8265  0.118
H  -1.3275  2.0092  6.0253  0.065
H  -3.0975  2.1063  6.4177  0.094
H  -1.9666  2.9666  7.4085  0.080
C  2.2681  6.3225  6.0667  -0.108
O  1.8597  5.5745  4.9466  -0.208
C  2.8697  5.4749  3.9465  -0.201
C  2.2749  4.8064  2.7459  -0.224
O  1.2874  5.6260  2.1842  -0.171
C  0.3967  4.9186  1.3457  -0.097
H  2.9779  5.7734  6.6884  0.087
H  1.3866  6.6548  6.6131  0.088
H  2.7266  7.2658  5.7368  0.088
H  3.7187  4.9104  4.3604  0.127
H  3.3019  6.4683  3.7782  0.126
H  1.9371  3.7883  2.9624  0.125
H  3.1313  4.6859  2.0572  0.131
H  -0.1997  5.6755  0.8403  0.094
H  -0.2550  4.2523  1.9197  0.081
H  0.8852  4.3100  0.5767  0.082
C  -0.4108  0.6805  3.3851  -0.098
O  -0.2084  1.3369  2.1672  -0.182
C  0.7416  0.7282  1.3189  -0.200
C  0.3804  -0.6570  0.8541  -0.230
O  -0.8697  -0.7225  0.2244  -0.180
C  -1.0891  -1.9695  -0.3881  -0.105
H  -0.9671  -0.2599  3.2592  0.098
H  -1.1647  1.2067  3.9812  0.077
H  0.5012  0.6282  3.9854  0.078
H  1.7275  0.7278  1.8076  0.130
H  0.8509  1.4235  0.4854  0.115
H  0.5144  -1.4830  1.5647  0.127
H  1.1576  -0.8809  0.0931  0.119
H  -2.1036  -2.0249  -0.7718  0.084
H  -0.8840  -2.7696  0.3328  0.093
H  -0.4138  -2.1183  -1.2413  0.083
C  -1.4034  1.9528  -1.4081  -0.095
O  -0.9387  3.2666  -1.7092  -0.181
C  -0.1018  3.2116  -2.8488  -0.217
C  0.2210  4.6425  -3.2416  -0.211
O  1.0478  4.6389  -4.3814  -0.189
C  1.2819  5.9145  -4.9103  -0.122
H  -1.9676  2.1287  -0.4857  0.100
H  -0.5886  1.2641  -1.2080  0.066
H  -2.1788  1.5456  -2.0644  0.083
H  -0.5314  2.7196  -3.7299  0.128
H  0.8115  2.6661  -2.5746  0.128
H  0.7153  5.1204  -2.3873  0.129
H  -0.7108  5.1465  -3.5289  0.131
H  0.3242  6.3900  -5.1564  0.087
H  1.8874  5.8147  -5.8070  0.086
H  1.8190  6.5740  -4.2186  0.088
C  0.5726  -5.0653  -2.6464  -0.083
O  0.5799  -6.4596  -2.8979  -0.194
C  -0.5950  -6.9445  -3.5146  -0.191
C  -0.6242  -6.6795  -4.9902  -0.212
O  0.4204  -7.2055  -5.7995  -0.176
C  1.6234  -6.4386  -5.7664  -0.086
H  0.1493  -4.5310  -3.5021  0.062
H  1.5721  -4.7047  -2.4249  0.090
H  -0.1065  -4.8766  -1.8044  0.089
H  -1.5005  -6.5348  -3.0483  0.107
H  -0.6481  -8.0127  -3.2994  0.134
H  -0.7633  -5.6196  -5.2454  0.101
H  -1.4814  -7.1603  -5.4760  0.125
H  2.3297  -6.8903  -6.4538  0.087
H  1.9704  -6.3223  -4.7414  0.076
H  1.3806  -5.4296  -6.1377  0.084
C  3.6306  -1.0170  -2.2398  -0.126
O  4.8456  -0.5363  -2.7350  -0.171
C  5.9427  -1.1738  -2.1316  -0.218
C  7.2380  -0.6287  -2.7296  -0.178
O  8.3671  -1.4882  -2.6097  -0.190
C  8.2360  -2.8200  -3.0531  -0.117
H  2.7926  -0.6513  -2.8291  0.087
H  3.4614  -0.7314  -1.1905  0.079
H  3.5877  -2.1157  -2.2283  0.084
H  5.8993  -2.2496  -2.3158  0.104
H  5.9472  -0.9773  -1.0502  0.134
H  7.5930  0.2946  -2.2798  0.127
H  7.0489  -0.4430  -3.7973  0.128
H  9.1896  -3.3143  -2.8822  0.088
H  8.0268  -2.8208  -4.1311  0.095
H  7.4697  -3.3977  -2.5345  0.072
C  -5.5410  -0.2945  -4.2568  -0.090
O  -4.2466  -0.2664  -3.6674  -0.182
C  -3.4396  -1.3313  -4.1031  -0.212
C  -2.0085  -1.0479  -3.6943  -0.201
O  -1.1522  -2.1498  -3.8261  -0.197
C  -0.6905  -2.4815  -5.1095  -0.104
H  -6.1635  0.3659  -3.6638  0.089
H  -5.9665  -1.3042  -4.2722  0.079
H  -5.4181  0.0075  -5.3024  0.091
H  -3.4703  -1.4070  -5.2048  0.132
H  -3.8311  -2.3051  -3.7978  0.096
H  -1.9126  -0.6988  -2.6675  0.097
H  -1.6611  -0.2098  -4.3157  0.130
H  0.3896  -2.6530  -5.0515  0.085
H  -0.8981  -1.6747  -5.8164  0.095
H  -1.0794  -3.4342  -5.4810  0.071

***

Record 2
ORCA calculation (ωB97M-V with the def2-TZVPD basis set) on a gas-phase ion, C4H7O2 (charge -1).

* spin multiplicity: 1
* E_HOMO: -2.392 eV
* calculated total energy: -8355.5821 eV
* structure (SMILES): O=CCCC[O-]
* net charge: -1
* HOMO-LUMO gap: 6.2 eV
* strongest force on any atom: 0.72 eV/Å

Last column: natural (NBO) charge in e.
Positions of all 13 atoms, in Å:
O  -0.4676  0.3460  2.6491  -0.563
C  -1.0041  0.6547  1.6183  0.467
C  -0.3364  0.8086  0.2768  -0.530
C  0.7311  -0.2209  -0.0584  -0.436
C  0.4815  -0.9233  -1.4060  0.022
O  0.6856  -0.1912  -2.4825  -0.939
H  -2.1018  0.8774  1.6269  0.071
H  -1.1183  0.7927  -0.4879  0.222
H  0.0913  1.8086  0.2650  0.230
H  0.7929  -1.0277  0.6770  0.180
H  1.7380  0.1975  -0.0893  0.188
H  -0.6038  -1.2717  -1.2909  0.032
H  1.1115  -1.8509  -1.2981  0.055

***

Record 3
ORCA calculation (ωB97M-V with the def2-TZVPD basis set) on a molecular structure, C20H19AuCl2N2O2S2Si2.

* spin multiplicity: 1
* E_HOMO: -1.999 eV
* calculated total energy: -94291.9801 eV
* net charge: -2
* HOMO-LUMO gap: 6.5 eV
* strongest force on any atom: 0.96 eV/Å

Last column: Löwdin charge in e.
Positions of all 50 atoms, in Å:
Au  0.8428  0.1998  0.5691  0.564
C  -1.4524  2.2011  2.7095  -0.199
Si  -1.2685  1.2065  1.1201  0.432
C  -2.7990  0.3166  0.5193  -0.182
C  -1.3678  2.7266  -0.0933  -0.314
C  -2.4144  3.6606  0.0188  -0.116
C  -2.5123  4.7541  -0.8291  -0.122
C  -1.5580  4.9441  -1.8268  -0.129
C  -0.5253  4.0280  -1.9575  -0.118
C  -0.4236  2.9211  -1.0981  -0.317
Si  0.9356  1.6253  -1.2829  0.343
C  0.5163  0.7369  -2.8717  -0.220
C  2.5225  2.5944  -1.4812  -0.245
H  -2.5190  2.3827  2.8888  0.027
H  -0.9554  3.1700  2.6103  0.022
H  -1.0518  1.6697  3.5698  0.011
H  -3.6800  0.8932  0.8285  0.029
H  -2.8807  -0.6978  0.9072  0.006
H  -2.7899  0.2849  -0.5744  0.024
H  -3.1674  3.5335  0.7930  0.089
H  -3.3281  5.4612  -0.7152  0.084
H  -1.6233  5.7977  -2.4936  0.082
H  0.2142  4.1788  -2.7411  0.086
H  0.6070  1.4434  -3.7054  0.024
H  -0.5137  0.3722  -2.8425  0.026
H  1.1867  -0.1060  -3.0407  -0.004
H  2.4620  3.1693  -2.4116  0.018
H  3.3923  1.9391  -1.5368  -0.026
H  2.6591  3.2922  -0.6516  0.027
S  1.5618  -1.8967  1.8355  0.533
C  1.9500  -2.8424  0.4254  -0.718
C  1.7111  -4.2239  0.4290  -0.076
C  2.0113  -5.0323  -0.6580  -0.216
C  1.7722  -6.4597  -0.5762  -0.192
N  1.5940  -7.5934  -0.5019  0.125
C  2.5560  -4.4633  -1.8073  -0.221
C  2.8042  -3.0939  -1.8275  -0.085
C  2.5376  -2.2713  -0.7331  -0.708
S  2.9774  -0.5771  -0.7812  0.514
C  2.8634  -5.2620  -2.9737  -0.200
N  3.1041  -5.8899  -3.9076  0.120
H  1.2696  -4.6669  1.3119  0.107
H  3.2343  -2.6510  -2.7167  0.102
Cl  -2.8207  -1.2459  5.4685  0.505
C  -1.4135  -1.9018  4.5420  -0.979
Cl  0.1008  -1.3463  5.2855  0.537
C  -1.5847  -1.5224  3.0483  -0.820
O  -2.2693  -2.3236  2.4134  -0.012
O  -1.0108  -0.4584  2.6934  -0.268
H  -1.4567  -2.9770  4.6492  0.048

***

Record 4
ORCA calculation (ωB97M-V with the def2-TZVPD basis set) on a molecular structure, C26H26NSiSn.

* spin multiplicity: 1
* E_HOMO: -3.472 eV
* calculated total energy: -42580.0324 eV
* net charge: -1
* HOMO-LUMO gap: 5.6 eV
* strongest force on any atom: 2.45 eV/Å

Last column: natural (NBO) charge in e.
Positions of all 55 atoms, in Å:
Sn  -1.2138  0.7272  -0.4881  0.842
C  -1.2007  3.3182  -0.5139  -0.800
C  -1.7150  3.6924  -1.7723  0.025
C  -3.0501  4.1201  -1.9635  -0.267
C  -3.5283  4.4756  -3.1918  -0.135
C  -2.6921  4.4382  -4.3215  -0.326
C  -1.3812  3.9534  -4.1693  -0.076
C  -0.9166  3.5931  -2.9368  -0.296
C  -3.1447  4.8787  -5.5623  0.309
N  -3.5111  5.2599  -6.5886  -0.408
H  -1.7294  3.6942  0.3529  0.207
H  -0.1296  3.4238  -0.4062  0.210
H  -3.6976  4.1843  -1.0991  0.200
H  -4.5553  4.7973  -3.3121  0.208
H  -0.7421  3.8732  -5.0396  0.200
H  0.0965  3.2302  -2.8147  0.203
C  0.4298  -4.2382  -4.4689  -0.230
C  1.6220  -3.6350  -4.1016  -0.207
C  1.6678  -2.8213  -2.9858  -0.223
C  0.5330  -2.5953  -2.2099  -0.519
C  -0.6504  -3.2226  -2.5832  -0.149
C  -0.7053  -4.0353  -3.7005  -0.232
Si  0.5651  -1.3304  -0.7851  0.925
C  1.2374  -2.4440  0.6047  -0.519
C  2.5996  -2.6421  0.8155  -0.160
C  3.0553  -3.3789  1.8942  -0.240
C  2.1529  -3.9328  2.7870  -0.230
C  0.7948  -3.7438  2.5912  -0.208
C  0.3464  -3.0043  1.5136  -0.210
H  0.3782  -4.8539  -5.3575  0.202
H  2.5116  -3.7979  -4.6958  0.200
H  2.5964  -2.3438  -2.7071  0.195
H  -1.5279  -3.0514  -1.9798  0.218
H  -1.6344  -4.5125  -3.9857  0.203
H  -1.5716  -1.6879  -0.1298  -0.320
H  3.3086  -2.2036  0.1277  0.188
H  4.1167  -3.5184  2.0513  0.200
H  2.5025  -4.4913  3.6462  0.201
H  0.0886  -4.1711  3.2920  0.202
H  -0.7045  -2.8281  1.3627  0.234
C  1.2053  -0.2230  4.4191  -0.586
C  0.5909  1.1186  3.9963  -0.173
C  -0.6715  1.4109  4.8212  -0.583
C  1.6151  2.2447  4.1952  -0.585
C  0.1770  1.0239  2.5944  0.023
C  -0.2372  0.8988  1.4617  -0.572
H  1.4636  -0.2083  5.4782  0.191
H  2.1047  -0.4266  3.8402  0.216
H  0.5011  -1.0318  4.2357  0.219
H  -0.4441  1.4560  5.8860  0.192
H  -1.4102  0.6308  4.6492  0.214
H  -1.1031  2.3619  4.5139  0.211
H  1.8904  2.3178  5.2475  0.194
H  1.2015  3.2000  3.8784  0.212
H  2.5148  2.0504  3.6144  0.211

***

Record 5
ORCA calculation (ωB97M-V with the def2-TZVPD basis set) on 2 unconnected molecules or ions with the total composition C3H3O3.

* spin multiplicity: 1
* E_HOMO (alpha / beta): -11.327 / -11.328 eV
* calculated total energy: -9289.3823 eV
* net charge: +1
* HOMO-LUMO gap (alpha / beta): 3.3 / 3.3 eV
* strongest force on any atom: 7.24 eV/Å

Last column: natural (NBO) charge in e.
Positions of all 9 atoms, in Å:
C  3.5228  -0.5211  -0.2674  0.830
C  -0.7419  -0.0624  -0.3361  0.623
C  -1.8791  0.0883  0.3422  -0.133
O  4.1767  0.2810  0.1987  -0.144
O  -2.9767  0.5624  -0.1740  -0.659
O  0.3525  -0.0767  -0.7447  -0.542
H  3.0776  -1.0734  -1.0126  0.298
H  -1.9873  -0.2204  1.4119  0.224
H  -3.5447  1.0222  0.5818  0.504

***

Record 6
ORCA calculation (ωB97M-V with the def2-TZVPD basis set) on 2 unconnected molecules or ions with the total composition C2H8NOS.

* spin multiplicity: 2
* E_HOMO (alpha / beta): -10.018 / -9.617 eV
* calculated total energy: -16574.1742 eV
* expectation value of S²: 0.753
* net charge: 0
* HOMO-LUMO gap (alpha / beta): 10.7 / 7.0 eV
* strongest force on any atom: 3.94 eV/Å

Last column: Löwdin spin population.
Positions of all 13 atoms, in Å:
C  -0.2788  1.3338  0.6775  0.041
C  0.9070  0.3879  0.5406  0.054
S  0.4090  -1.1679  1.5477  0.861
N  -1.4534  0.8794  -0.1181  0.008
H  -0.5454  1.3909  1.8375  0.006
H  0.1169  2.2531  0.3446  0.003
H  0.9633  0.2422  -0.5207  0.001
H  1.9140  0.7269  0.9086  0.007
H  -1.1069  0.9513  -1.1094  0.001
H  -1.3099  -0.1394  -0.1009  0.009
H  0.5169  -2.2062  -0.6681  0.006
H  -0.3978  -1.9612  -1.8608  0.000
O  0.2650  -2.6909  -1.4785  0.002